# C2H5N3OS

The molecule C2H5N3OS (wB97M-V/def2-TZVPD, OMol25).

Geometry as XYZ:
```
12
Properties=species:S:1:pos:R:3
C -0.873 0.681 0.686
C 1.141 -1.195 0.055
H -2.576 1.791 0.347
H -1.336 1.959 -0.817
H -2.169 0.089 1.923
H 0.749 -1.776 0.898
H 2.658 -1.291 -2.436
N -1.574 1.760 0.165
N -1.183 -0.096 1.658
N 1.940 -1.701 -0.782
O 2.381 -0.773 -1.711
S 0.841 0.554 0.016
```

## Properties
Multiplicity: 1
Lowest unoccupied orbital energy in eV: 0.71
Total energy in eV: -19506.0732
Relative energy (zero: lowest compared OMol25 entry of this formula, charge and spin) in kJ/mol: 277.61
F_max in eV/A: 1.7
SMILES: [H]/N=C(\N)S/C=N\O
HOMO-LUMO gap in eV: 9.825